Here is a structure of composition C34H29AsF5O7P2S2TeZr from the OMol25 dataset. Energies are from ωB97M-V with the def2-TZVPD basis set.

CARTESIAN COORDINATES (ANGSTROEM)
1 Zr 1.58095 0.69868 0.62744
2 S 1.41846 -1.71674 0.49653
3 C 0.97480 -2.64976 -0.93235
4 C 1.39627 -4.00645 -0.93678
5 C 1.05432 -4.90243 -1.97809
6 C 0.18076 -4.48477 -2.96670
7 C -0.10471 -3.10376 -3.11178
8 C 0.19503 -2.19496 -2.05523
9 As -0.42229 -0.27619 -2.19679
10 C 0.57092 0.35929 -3.86374
11 C 1.90692 0.70986 -3.79500
12 C 2.51673 1.06502 -4.97822
13 C 1.86197 1.01955 -6.21623
14 C 0.57545 0.54765 -6.29306
15 C -0.11461 0.22635 -5.07426
16 C -2.21571 -0.65274 -3.11306
17 C -2.71279 0.59706 -3.55359
18 C -3.92344 0.60867 -4.30231
19 C -4.63966 -0.54102 -4.50288
20 C -4.22264 -1.71540 -3.86919
21 C -3.03673 -1.80368 -3.20330
22 H 1.95539 -4.29451 -0.01546
23 H 1.41232 -5.90156 -1.85841
24 H -0.27049 -5.22591 -3.61864
25 H -0.45499 -2.67719 -4.03677
26 H 2.50074 0.79253 -2.88341
27 H 3.53433 1.50016 -5.00174
28 H 2.40277 1.39851 -7.09760
29 H -0.00752 0.51964 -7.21750
30 H -1.11027 -0.17461 -5.13721
31 H -2.26270 1.54109 -3.31602
32 H -4.42860 1.54836 -4.62247
33 H -5.49705 -0.57412 -5.15425
34 H -4.86140 -2.54410 -3.89593
35 H -2.78714 -2.77486 -2.73820
36 F -0.72960 6.83049 -0.09905
37 C -0.93326 5.52203 0.21197
38 C -0.04973 4.58185 -0.34979
39 F 0.78427 5.02801 -1.27566
40 C -0.24604 3.19674 -0.26442
41 F 0.65711 2.32877 -0.90701
42 C -1.13710 2.75070 0.72489
43 S -0.89144 1.16737 1.46685
44 C -2.10650 3.70821 1.12878
45 F -3.27667 3.22362 1.55269
46 C -1.95673 5.06910 1.01098
47 F -2.74914 5.92385 1.66178
48 C 5.57912 1.16128 2.35699
49 C 4.75091 2.31551 1.84186
50 O 5.32074 3.60902 2.13969
51 P 4.52854 2.25159 0.01654
52 O 5.89292 1.74678 -0.53417
53 O 4.43935 3.70943 -0.58542
54 O 3.39079 1.33797 -0.41942
55 P 3.03443 2.09679 2.55600
56 O 3.14762 2.73570 3.99825
57 O 2.15895 2.84223 1.55206
58 O 2.60687 0.60313 2.55476
59 H 6.62881 1.24124 2.09507
60 H 5.22967 0.19051 2.03420
61 H 5.52110 1.09372 3.42856
62 H 6.07193 3.64168 2.72530
63 H 6.01925 1.88052 -1.49734
64 H 4.97276 4.36269 -0.07445
65 H 2.45736 3.34618 4.34444
66 C -2.10345 -1.98136 3.58431
67 Te -0.14881 -2.97422 3.90729
68 C -1.42897 -4.34001 5.11623
69 C -2.74695 -3.68566 5.30439
70 C -3.72508 -4.12685 6.26114
71 C -4.78831 -3.35767 6.62424
72 C -4.83500 -2.03947 6.13443
73 C -3.99436 -1.60760 5.13578
74 C -2.97732 -2.45717 4.66496
75 H -2.54650 -2.31757 2.62831
76 H -1.88027 -0.91898 3.54131
77 H -0.87593 -4.50913 6.05656
78 H -1.42448 -5.37018 4.62665
79 H -3.48589 -5.02816 6.82174
80 H -5.45342 -3.70426 7.33968
81 H -5.54665 -1.37672 6.54966
82 H -4.12025 -0.61940 4.72060

Results
E_LUMO	-3.6905	eV
2S+1	1
total energy	-173307.268	eV
ΔE to the lowest compared entry with this formula, charge and spin	59.5	kcal per mole
net charge	+1
molar mass	1064.4	g/mol